Model i:
The following is a quantum chemistry calculation of a cluster of 2 separate species, C5H8N4 in total, from OMol25.

Each atom is followed by the atoms it is bonded to, with distances in Å.
Cartesian coordinates (Å):
1 H -3.521 0.513 0.639  N5 1.096
2 C 1.769 1.038 0.114  H3 1.099, N11 1.270, C12 1.571
3 H 2.589 1.748 0.288  C2 1.099
4 H -0.582 1.014 -1.933  C15 1.082
5 N -2.761 0.141 -0.057  H1 1.096, C7 1.424, N14 1.457
6 H 1.577 -2.191 -0.670  C9 1.094
7 C -1.444 0.424 0.405  N5 1.424, H8 1.012, N14 1.403
8 H -1.306 1.045 1.192  C7 1.012
9 C 1.260 -1.162 -0.473  H6 1.094, C12 1.491, N17 1.287
10 H 2.348 -0.748 1.336  C12 1.055
11 N 1.004 1.393 -0.835  C2 1.270, C15 1.340
12 C 1.545 -0.376 0.761  C2 1.571, C9 1.491, H10 1.055, H13 1.227
13 H 0.471 -0.242 1.340  C12 1.227
14 N -1.939 -0.877 0.584  N5 1.457, C7 1.403, H16 1.001
15 C 0.049 0.527 -1.201  H4 1.082, N11 1.340, N17 1.338
16 H -1.565 -1.533 -0.074  N14 1.001
17 N 0.507 -0.712 -1.415  C9 1.287, C15 1.338

## Properties
- highest occupied orbital energy (alpha / beta) (Ha) = -0.3101 / -0.3101
- LUMO energy (alpha / beta) (eV) = -0.16 / -0.16
- gap between HOMO and LUMO (alpha / beta) (eV) = 8.279 / 8.279

Model ii:
The following is a quantum chemistry calculation of an isolated molecule of C5H8N4, from OMol25.

Each atom is followed by the atoms it is bonded to, with distances in Å.
Cartesian coordinates (Å):
1 H 1.298 -0.149 -0.054  C12 1.140
2 H 0.056 1.878 0.451  C11 1.099
3 N -1.596 -0.035 3.281  N9 1.293, N10 1.304
4 H -0.352 -0.750 -1.837  C15 1.038
5 H -1.279 -1.618 -0.555  C15 1.108
6 H -0.665 1.316 -1.189  C11 1.132
7 H -1.570 1.179 0.398  C11 1.126
8 H 1.088 -2.327 2.371  C14 1.179
9 N -0.833 0.196 2.263  N3 1.293, C16 1.284
10 N -1.736 -1.271 3.671  N3 1.304, N17 1.292
11 C -0.550 1.130 -0.078  H2 1.099, H6 1.132, H7 1.126, C12 1.554
12 C 0.175 -0.229 0.128  H1 1.140, C11 1.554, C15 1.544, C16 1.535
13 H 0.157 -2.248 -1.001  C15 1.103
14 C 0.043 -1.784 2.315  H8 1.179, C16 1.379, N17 1.350
15 C -0.304 -1.249 -0.928  H4 1.038, H5 1.108, C12 1.544, H13 1.103
16 C -0.137 -0.635 1.574  N9 1.284, C12 1.535, C14 1.379
17 N -0.819 -2.103 3.304  N10 1.292, C14 1.350

## Properties
- highest occupied orbital energy (Ha) = -0.3544
- SMILES = CC(C)c1cnnnn1
- LUMO energy (eV) = -0.06
- gap between HOMO and LUMO (eV) = 9.580

Which of them is least stable? Easy: model i.

Model i:
The following is a quantum chemistry calculation of a cluster of 2 separate species, C3H10O2 in total, from OMol25.

Each atom is followed by the atoms it is bonded to, with distances in Å.
Cartesian coordinates (Å):
1 H 1.070 -0.738 -0.572  C10 1.093
2 H 2.848 -1.234 0.994  C6 1.092
3 O -1.250 -0.103 -1.256  C8 1.481, H14 0.942
4 H -3.110 -0.752 -0.738  C8 1.096
5 H -0.442 -0.575 1.017  O7 0.967
6 C 2.607 -0.205 0.719  H2 1.092, C10 1.523, H11 1.090, H13 1.098
7 O 0.257 0.062 1.222  H5 0.967, C10 1.420
8 C -2.580 0.206 -0.681  O3 1.481, H4 1.096, H9 1.083, H15 1.081
9 H -3.153 0.822 -1.363  C8 1.083
10 C 1.210 0.053 0.170  H1 1.093, C6 1.523, O7 1.420, H12 1.090
11 H 2.779 0.366 1.632  C6 1.090
12 H 1.045 0.949 -0.428  C10 1.090
13 H 3.351 0.174 0.007  C6 1.098
14 H -1.428 -0.079 -2.180  O3 0.942
15 H -2.310 0.620 0.280  C8 1.081

## Properties
- highest occupied orbital energy (Ha) = -0.3658
- SMILES = CCO.CO
- LUMO energy (eV) = 0.74
- gap between HOMO and LUMO (eV) = 10.690

Model ii:
The following is a quantum chemistry calculation of a cluster of 2 separate species, C3H10O2 in total, from OMol25.

Each atom is followed by the atoms it is bonded to, with distances in Å.
Cartesian coordinates (Å):
1 C 2.039 0.300 -1.772  O2 1.435, H6 1.087, H11 1.090, H12 1.082
2 O 1.734 0.199 -3.171  C1 1.435, H9 0.966
3 C -1.050 0.357 1.551  H5 1.094, H8 1.087, C10 1.519, O14 1.428
4 H -1.279 -1.744 1.155  C10 1.088
5 H -1.661 1.196 1.900  C3 1.094
6 H 3.108 0.203 -1.608  C1 1.087
7 H -1.562 -1.300 2.849  C10 1.094
8 H -0.109 0.394 2.093  C3 1.087
9 H 2.170 0.935 -3.619  O2 0.966
10 C -1.706 -0.988 1.810  C3 1.519, H4 1.088, H7 1.094, H13 1.093
11 H 1.688 1.250 -1.367  C1 1.090
12 H 1.540 -0.528 -1.286  C1 1.082
13 H -2.789 -0.951 1.667  C10 1.093
14 O -0.738 0.566 0.174  C3 1.428, H15 0.963
15 H -1.385 0.112 -0.376  O14 0.963

## Properties
- highest occupied orbital energy (Ha) = -0.3727
- SMILES = CCO.CO
- LUMO energy (eV) = 0.97
- gap between HOMO and LUMO (eV) = 11.115

Model iii:
The following is a quantum chemistry calculation of a cluster of 3 separate species, C3H10O2 in total, from OMol25.

Each atom is followed by the atoms it is bonded to, with distances in Å.
Cartesian coordinates (Å):
1 H 0.716 -0.253 -2.144  C7 1.078
2 H 0.136 2.165 0.848  C12 1.115
3 H 0.339 -0.651 1.467  O6 0.971
4 H 2.496 0.056 -1.970  C7 1.158
5 H -0.673 1.451 -0.734  C12 1.109
6 O -0.376 -1.071 1.971  H3 0.971, H11 0.916
7 C 1.512 -0.206 -1.418  H1 1.078, H4 1.158, C13 1.550, H14 1.129
8 H 2.234 1.000 0.370  C13 1.116
9 H -2.638 -1.349 -0.248  O15 0.956
10 H -1.539 -0.542 0.147  O15 1.007
11 H -0.299 -0.880 2.863  O6 0.916
12 C 0.200 1.513 -0.054  H2 1.115, H5 1.109, C13 1.356
13 C 1.372 0.891 -0.331  C7 1.550, H8 1.116, C12 1.356
14 H 1.584 -1.196 -0.881  C7 1.129
15 O -2.232 -0.552 -0.583  H9 0.956, H10 1.007

## Properties
- highest occupied orbital energy (Ha) = -0.3617
- SMILES = C=CC.O.O
- LUMO energy (eV) = 0.74
- gap between HOMO and LUMO (eV) = 10.581

Which of them is least stable? Easy: model i.

Model i:
The following is a quantum chemistry calculation of an isolated molecule of C8H15N3O4S, from OMol25.

Each atom is followed by the atoms it is bonded to, with distances in Å.
Cartesian coordinates (Å):
1 H 2.807 0.621 -0.361  N31 1.039
2 H -3.867 0.860 1.960  S23 1.307
3 C 0.108 -1.273 -0.797  H12 1.090, H21 1.077, C28 1.508, C30 1.529
4 H 3.536 -4.242 -1.017  N29 0.996
5 H 0.477 2.287 2.151  O13 0.987
6 O 1.892 -3.135 0.455  C18 1.221
7 H -2.918 2.710 -0.571  C15 1.108
8 H 3.024 -3.472 -2.424  N29 1.003
9 O 1.154 1.921 0.521  C11 1.225
10 H -0.016 -3.120 -1.868  C28 1.107
11 C 0.388 1.091 0.045  O9 1.225, N14 1.318, C30 1.520
12 H -0.112 -1.610 0.216  C3 1.090
13 O -0.132 2.216 2.924  H5 0.987, C24 1.330
14 N -0.916 1.154 0.228  C11 1.318, H20 1.003, C27 1.451
15 C -2.934 2.461 0.509  H7 1.108, H17 1.087, S23 1.802, C27 1.508
16 H 2.441 -0.870 0.261  N31 1.027
17 H -3.382 3.319 1.004  C15 1.087
18 C 1.875 -3.120 -0.766  O6 1.221, C28 1.555, N29 1.392
19 O -2.329 2.247 3.206  C24 1.207
20 H -1.521 0.457 -0.165  N14 1.003
21 H -0.783 -1.013 -1.343  C3 1.077
22 H -0.919 3.168 0.628  C27 1.119
23 S -3.973 0.998 0.665  H2 1.307, C15 1.802
24 C -1.378 2.270 2.464  O13 1.330, O19 1.207, C27 1.522
25 H 0.877 0.338 -1.871  C30 1.082
26 H 1.251 -1.997 -2.470  C28 1.097
27 C -1.503 2.269 0.947  N14 1.451, C15 1.508, H22 1.119, C24 1.522
28 C 0.762 -2.391 -1.570  C3 1.508, H10 1.107, C18 1.555, H26 1.097
29 N 2.776 -3.855 -1.531  H4 0.996, H8 1.003, C18 1.392
30 C 0.956 -0.001 -0.847  C3 1.529, C11 1.520, H25 1.082, N31 1.455
31 N 2.357 -0.289 -0.581  H1 1.039, H16 1.027, C30 1.455

## Properties
- highest occupied orbital energy (Ha) = -0.3539
- SMILES = NC(=O)CC[C@H](N)C(=O)N[C@@H](CS)C(=O)O
- LUMO energy (eV) = 0.40
- gap between HOMO and LUMO (eV) = 10.026

Model ii:
The following is a quantum chemistry calculation of an isolated molecule of C8H15N3O4S, from OMol25.

Each atom is followed by the atoms it is bonded to, with distances in Å.
Cartesian coordinates (Å):
1 O -2.900 -1.486 0.839  C4 1.260
2 H 2.929 1.024 1.279  C16 1.089
3 H -5.293 -0.467 -0.999  N8 1.050
4 C -3.563 -1.026 -0.128  O1 1.260, N8 1.353, C15 1.569
5 H -0.781 -0.586 -2.161  C17 1.119
6 H 2.820 -0.184 -1.447  C24 1.089
7 O -1.340 1.695 1.581  C28 1.209
8 N -4.914 -1.048 -0.211  H3 1.050, C4 1.353, H13 0.982
9 N 3.196 -1.144 1.279  C16 1.464, H21 1.003, H27 1.057
10 C 1.175 -0.068 0.452  C16 1.581, N22 1.359, O31 1.233
11 H 1.212 1.477 -0.905  N22 1.046
12 H -1.035 1.714 -1.466  C23 1.085
13 H -5.446 -1.171 0.606  N8 0.982
14 H 4.869 -1.310 -0.197  S19 1.312
15 C -2.844 -0.585 -1.450  C4 1.569, C17 1.556, H18 1.106, H20 1.085
16 C 2.724 0.119 0.708  H2 1.089, N9 1.464, C10 1.581, C24 1.509
17 C -1.323 -0.361 -1.208  H5 1.119, C15 1.556, C23 1.543, H25 1.153
18 H -2.801 -1.464 -2.120  C15 1.106
19 S 5.088 -0.141 -0.750  H14 1.312, C24 1.856
20 H -3.365 0.251 -1.903  C15 1.085
21 H 3.876 -0.961 1.993  N9 1.003
22 N 0.587 0.907 -0.290  C10 1.359, H11 1.046, C23 1.480
23 C -0.840 1.003 -0.670  H12 1.085, C17 1.543, N22 1.480, C28 1.493
24 C 3.310 0.383 -0.657  H6 1.089, C16 1.509, S19 1.856, H26 1.080
25 H -1.104 -1.160 -0.406  C17 1.153
26 H 3.438 1.433 -0.875  C24 1.080
27 H 2.362 -1.650 1.685  N9 1.057
28 C -1.707 1.468 0.452  O7 1.209, C23 1.493, O29 1.346
29 O -2.977 1.640 0.042  C28 1.346, H30 0.930
30 H -3.561 1.825 0.742  O29 0.930
31 O 0.568 -0.988 1.004  C10 1.233

## Properties
- highest occupied orbital energy (Ha) = -0.3265
- SMILES = NC(=O)CC[C@H](NC(=O)[C@@H](N)CS)C(=O)O
- LUMO energy (eV) = 0.34
- gap between HOMO and LUMO (eV) = 9.229

Which of them is least stable? Easy: model ii.

Model i:
The following is a quantum chemistry calculation of the ion C3H6NO2S with charge -1, from OMol25.

Each atom is followed by the atoms it is bonded to, with distances in Å.
Cartesian coordinates (Å):
1 H -0.336 0.322 2.728  N4 1.055
2 H 0.083 -1.500 0.248  C8 1.010
3 H 0.773 -0.670 -2.590  C13 1.105
4 N 0.383 0.826 2.143  H1 1.055, C5 1.486, H11 1.070
5 C -0.307 1.694 1.155  N4 1.486, S6 1.848, H12 1.193
6 S -0.873 0.578 -0.205  C5 1.848, O7 1.456, C8 1.942, O9 1.462
7 O -0.964 1.381 -1.415  S6 1.456
8 C 0.146 -1.018 -0.637  H2 1.010, S6 1.942, C13 1.333
9 O -2.148 -0.053 0.134  S6 1.462
10 H 1.083 -2.446 -2.075  C13 1.155
11 H 1.031 0.062 1.768  N4 1.070
12 H 0.563 2.267 0.574  C5 1.193
13 C 0.566 -1.443 -1.828  H3 1.105, C8 1.333, H10 1.155

## Properties
- highest occupied orbital energy (Ha) = -0.1231
- SMILES = C=C[S@@](=O)([O-])=CN
- LUMO energy (eV) = 3.83
- charge = -1
- gap between HOMO and LUMO (eV) = 7.176

Model ii:
The following is a quantum chemistry calculation of the ion C3H6NO2S with charge -1, from OMol25.

Each atom is followed by the atoms it is bonded to, with distances in Å.
Cartesian coordinates (Å):
1 H 1.338 -0.911 -0.165  C13 1.041
2 C -0.254 -0.187 -1.233  N3 1.482, H9 1.159, H10 1.036, C13 1.504
3 N -1.085 -1.195 -0.534  C2 1.482, O11 1.303
4 S 0.809 0.743 1.327  O6 1.504, C8 1.776, C13 1.852
5 H -0.835 -0.580 2.543  C8 1.025
6 O 0.696 2.232 1.145  S4 1.504
7 H 1.748 0.693 -0.969  C13 1.182
8 C -0.785 0.110 1.787  S4 1.776, H5 1.025, H12 1.063
9 H -0.032 -0.570 -2.304  C2 1.159
10 H -0.845 0.640 -1.435  C2 1.036
11 O -2.364 -1.186 -0.780  N3 1.303
12 H -1.391 0.955 2.007  C8 1.063
13 C 0.963 0.036 -0.378  H1 1.041, C2 1.504, S4 1.852, H7 1.182

## Properties
- highest occupied orbital energy (alpha / beta) (Ha) = -0.0824 / -0.0962
- LUMO energy (alpha / beta) (eV) = 3.76 / 3.75
- charge = -1
- gap between HOMO and LUMO (alpha / beta) (eV) = 6.005 / 6.369

Which of them is least stable? Easy: model ii.